{"formula": "H2NaO", "method": "wB97M-V/def2-TZVPD", "species": ["O", "H", "H", "Na"], "xyz": [[-0.39, 0.80, 0.62], [-0.52, 1.76, 0.45], [-0.06, 0.76, 1.55], [0.96, -3.31, -2.61]], "e_above_lowest_kj_mol": 82.4, "max_force_ev_per_a": 1.100, "mol_weight_da": 41.0, "lumo_ev": -5.65, "homo_energy_ev": -14.167, "total_charge": 1}